Computed, not measured: 2 unconnected molecules or ions with the total composition CH3N2O3S in a non-equilibrium geometry, with ωB97M-V with the def2-TZVPD basis set.

## Properties
Orbital gap (eV): 10.054
Lowest unoccupied orbital energy (Ha): -0.22634
Net charge: +1

Element x y z (Å)
C 3.401 -0.072 0.402
N 2.539 0.584 0.124
N -2.161 0.519 -0.020
O -1.239 -1.541 -1.077
O -0.145 -0.890 1.121
O -0.752 0.871 -0.590
S -0.762 -0.658 -0.114
H 4.378 -0.568 0.356
H -2.455 1.238 0.658
H -2.805 0.518 -0.861

Here are the natural (NBO) charges for atoms 1 to 2, given in e:
1. C 0.12
2. N -0.38

Computed, not measured: a single CH3N2OP molecule in a non-equilibrium geometry, with ωB97M-V with the def2-TZVPD basis set.

## Properties
Orbital gap (alpha / beta) (eV): 8.289 / 8.286
Lowest unoccupied orbital energy (alpha / beta) (Ha): -0.01691 / -0.01698

Element x y z (Å)
C 1.553 0.263 0.175
N 0.405 -0.358 -0.158
N -0.888 -0.230 0.168
O -3.272 -0.182 0.217
P -2.165 0.649 -0.219
H 1.487 1.178 0.889
H 2.453 -0.205 -0.128
H 0.425 -1.115 -0.943

Here are the natural (NBO) charges for atoms 1 to 2, given in e:
1. C -0.16
2. N -0.20

Computed, not measured: a molecular structure, CH3N2OS in a non-equilibrium geometry, with ωB97M-V with the def2-TZVPD basis set.

## Properties
Orbital gap (eV): 7.816
Lowest unoccupied orbital energy (Ha): -0.21134
Net charge: +1

Element x y z (Å)
C 0.100 -0.064 0.100
N 1.006 -1.052 0.060
N 0.539 1.168 0.153
O 1.843 1.267 0.009
S 2.681 -0.316 -0.042
H -0.855 -0.466 0.177
H 0.916 -2.103 0.127
H -0.206 2.243 0.033

Here are the natural (NBO) charges for atoms 1 to 2, given in e:
1. C 0.31
2. N -0.69

Computed, not measured: a gas-phase ion, CH3N2OS (charge +1) in a non-equilibrium geometry, with ωB97M-V with the def2-TZVPD basis set.

## Properties
Orbital gap (eV): 8.718
Lowest unoccupied orbital energy (Ha): -0.27247
Net charge: +1

Element x y z (Å)
C -0.472 1.046 0.614
N 0.371 -0.412 0.005
N -0.537 1.781 -0.350
O 0.747 -2.470 -0.669
S -0.183 -1.532 -0.933
H -0.637 1.046 1.689
H 0.820 -0.776 0.817
H -0.111 1.318 -1.174

Here are the natural (NBO) charges for atoms 1 to 2, given in e:
1. C 0.33
2. N -0.91

Computed, not measured: 2 unconnected molecules or ions with the total composition CH3N2PS in a non-equilibrium geometry, with ωB97M-V with the def2-TZVPD basis set.

## Properties
Orbital gap (alpha / beta) (eV): 7.277 / 6.618
Lowest unoccupied orbital energy (alpha / beta) (Ha): 0.03623 / -0.11009
Spin multiplicity: 3

Element x y z (Å)
C 0.112 1.159 -3.210
N -0.361 0.552 -2.418
N 2.335 0.359 0.735
P 0.852 0.131 0.927
S 0.674 -1.389 2.345
H 2.953 0.067 1.460
H 0.758 1.658 -3.877
H -0.427 -1.777 1.726

Here are the natural (NBO) charges for atoms 1 to 2, given in e:
1. C 0.08
2. N -0.30

Computed, not measured: a gas-phase ion, CH3N2S (charge +1) in a non-equilibrium geometry, with ωB97M-V with the def2-TZVPD basis set.

## Properties
SMILES: [NH2+]=C=[NH+][S-]
Orbital gap (alpha / beta) (eV): 8.041 / 8.131
Lowest unoccupied orbital energy (alpha / beta) (Ha): -0.24301 / -0.24107
Net charge: +1

Element x y z (Å)
C -0.147 0.179 0.404
N 0.965 0.670 -0.069
N -1.012 -0.673 0.049
S 2.250 -0.270 0.043
H 0.845 1.707 -0.314
H -1.737 -0.643 0.796
H -1.163 -0.971 -0.907

Here are the natural (NBO) charges for atoms 1 to 2, given in e:
1. C 0.57
2. N -0.70

Computed, not measured: 2 unconnected molecules or ions with the total composition CH3N2S2 in a non-equilibrium geometry, with ωB97M-V with the def2-TZVPD basis set.

## Properties
Orbital gap (alpha / beta) (eV): 7.761 / 6.314
Lowest unoccupied orbital energy (alpha / beta) (Ha): -0.20968 / -0.25464
Net charge: +1

Element x y z (Å)
C 0.000 0.299 0.155
N 0.656 0.301 1.299
N -1.334 0.373 0.179
S -0.161 0.191 2.785
S -1.870 0.759 1.758
H 0.516 0.201 -0.884
H 1.686 0.372 1.464
H -1.967 -0.795 -0.932

Here are the natural (NBO) charges for atoms 1 to 2, given in e:
1. C 0.32
2. N -0.67

Computed, not measured: 2 unconnected molecules or ions with the total composition CH3N3 in a non-equilibrium geometry, with ωB97M-V with the def2-TZVPD basis set.

## Properties
Orbital gap (eV): 8.768
Lowest unoccupied orbital energy (Ha): -0.03090

Element x y z (Å)
C -0.026 1.288 0.099
N 0.681 -1.774 0.244
N -0.987 -0.734 -1.007
N -0.195 -1.083 -0.248
H 0.110 2.044 -0.645
H -0.903 1.690 0.602
H 1.321 -1.431 0.956

Here are the natural (NBO) charges for atoms 1 to 2, given in e:
1. C -0.24
2. N -0.52

Computed, not measured: 2 unconnected molecules or ions with the total composition CH3N3O in a non-equilibrium geometry, with ωB97M-V with the def2-TZVPD basis set.

## Properties
Orbital gap (alpha / beta) (eV): 9.534 / 7.063
Lowest unoccupied orbital energy (alpha / beta) (Ha): -0.04979 / -0.09409

Element x y z (Å)
C -2.137 0.044 0.120
N -2.959 0.810 -0.018
N 1.306 0.426 -0.257
N 0.689 -0.690 0.342
O -0.228 -1.350 -0.141
H 0.790 1.356 -0.087
H 1.442 0.252 -1.266
H 1.096 -0.848 1.306

Here are the natural (NBO) charges for atoms 1 to 2, given in e:
1. C 0.15
2. N -0.52

Computed, not measured: a molecular structure, CH3N3O in a non-equilibrium geometry, with ωB97M-V with the def2-TZVPD basis set.

## Properties
Orbital gap (eV): 9.092
Lowest unoccupied orbital energy (Ha): -0.01845

Element x y z (Å)
N -0.775 -0.076 0.874
C -0.537 0.319 -0.311
N 0.812 -1.529 0.312
N -0.525 1.143 -1.235
O 1.934 -1.282 0.462
H -0.248 0.275 1.665
H -0.922 2.062 -1.067
H 0.260 -0.913 -0.698

Here are the natural (NBO) charges for atoms 1 to 2, given in e:
1. N -0.71
2. C 0.49

Computed, not measured: 2 unconnected molecules or ions with the total composition CH3N3O2 in a non-equilibrium geometry, with ωB97M-V with the def2-TZVPD basis set.

## Properties
SMILES: [H]/N=N\[H].O=C=NO
Orbital gap (eV): 9.650
Lowest unoccupied orbital energy (Ha): 0.01038

Element x y z (Å)
C -1.746 1.623 0.635
N -0.239 -0.398 -1.025
N -1.235 -0.783 -1.598
N -0.731 1.949 1.164
O -2.731 1.655 0.077
O 0.329 1.502 1.903
H 1.181 1.947 1.554
H -0.061 -0.869 -0.040
H -1.914 -1.286 -1.047

Here are the natural (NBO) charges for atoms 1 to 2, given in e:
1. C 0.79
2. N -0.28

Computed, not measured: 2 unconnected molecules or ions with the total composition CH3N3O2 in a non-equilibrium geometry, with ωB97M-V with the def2-TZVPD basis set.

## Properties
Orbital gap (eV): 8.923
Lowest unoccupied orbital energy (Ha): -0.02430

Element x y z (Å)
C -0.247 1.111 0.007
N 2.103 0.744 0.003
N 0.957 1.140 -0.009
N -1.116 -1.345 0.132
O -1.607 -1.814 1.186
O -1.047 -2.016 -0.883
H -0.908 -0.223 0.174
H -0.886 1.944 0.187
H 2.750 0.460 -0.798

Here are the natural (NBO) charges for atoms 1 to 2, given in e:
1. C -0.15
2. N -0.40

How do the records compare in energy? In the order shown, they have -772.84593, -565.91916, -622.39844, -622.41762, -888.79017, -547.20044, -945.36680, -203.91898, -279.17910, -279.21929, -354.48293, -354.40611 Eh.
How do the records compare in ΔE to the lowest compared entry with this formula, charge and spin? In the order shown, they have 59.1, 64.7, 53.3, 41.3, 9.5, 38.1, 66.8, 160.6, 155.7, 130.5, 125.9, 174.1 kcal/mol.